Here is a structure of composition C4H8OP2 in a non-equilibrium geometry from the OMol25 dataset. Energies are from ωB97M-V with the def2-TZVPD basis set.

Each line ends with the Löwdin spin population.
CARTESIAN COORDINATES (ANGSTROEM)
H1 -2.96633 0.73262 -0.52395  0.001
C1 -1.10356 0.21504 0.19513  0.017
C2 2.14118 0.54078 1.00488  0.208
C3 -0.14422 -0.93335 0.01653  0.132
H2 2.63956 0.16234 1.89973  0.015
H3 -2.46857 -1.01387 -0.95034  0.000
H4 -0.47746 -1.91128 -0.26399  0.008
H5 -1.82395 0.62578 -1.88499  0.000
H6 -0.50552 1.10692 -0.10973  0.000
H7 1.27365 1.28937 1.05026  0.034
P1 3.25902 1.55525 -0.14611  1.606
C4 -2.11664 0.14223 -0.94643  0.006
O1 2.34106 -1.99377 -0.33541  -0.038
H8 -1.60210 0.24612 1.13993  0.005
P2 1.55389 -0.76419 -0.14549  0.006

- multiplicity = 3
- ΔE to the lowest compared entry with this formula, charge and spin (kJ/mol) = 53.8
- orbital gap (alpha / beta) (eV) = 7.949 / 7.008
- <S²> = 2.038